Computed, not measured: a structure of composition C42H46MnN8O3S4Se, with wB97M-V/def2-TZVPD.

Cartesian coordinates (Å):
Mn (0.17, -0.51, 1.20)
C (-6.11, -0.36, -2.24)
C (-4.65, -0.13, -2.65)
C (-4.20, 1.22, -2.07)
C (-4.54, -0.07, -4.18)
C (-3.79, -1.28, -2.13)
C (-4.10, -2.61, -2.48)
C (-3.37, -3.69, -2.03)
C (-2.28, -3.44, -1.20)
S (-1.19, -4.53, -0.42)
C (-0.36, -3.19, 0.30)
N (-0.83, -2.03, -0.04)
C (-1.94, -2.14, -0.86)
C (-2.69, -1.06, -1.32)
C (0.75, -3.35, 1.28)
C (1.19, -4.64, 1.60)
C (2.18, -4.82, 2.55)
C (2.73, -3.70, 3.16)
C (2.29, -2.43, 2.82)
C (1.29, -2.20, 1.88)
H (-6.72, 0.48, -2.58)
H (-6.20, -0.44, -1.16)
H (-6.52, -1.27, -2.69)
H (-4.85, 2.00, -2.46)
H (-3.17, 1.46, -2.37)
H (-4.26, 1.23, -0.98)
H (-5.12, 0.78, -4.56)
H (-4.92, -0.98, -4.64)
H (-3.50, 0.06, -4.48)
H (-4.96, -2.80, -3.11)
H (-3.65, -4.70, -2.30)
H (-2.41, -0.06, -1.02)
H (0.75, -5.51, 1.12)
H (2.52, -5.81, 2.80)
H (3.51, -3.82, 3.92)
H (2.75, -1.58, 3.34)
C (4.32, 3.27, -3.51)
C (4.77, 1.83, -3.29)
C (3.95, 1.09, -2.24)
N (2.60, 0.88, -2.73)
C (1.78, -0.09, -2.31)
S (2.11, -1.26, -1.17)
N (0.50, -0.06, -2.84)
C (-0.11, 0.78, -3.77)
O (-1.31, 0.89, -3.77)
C (0.75, 1.46, -4.78)
C (0.53, 2.81, -5.03)
C (1.29, 3.46, -5.99)
C (2.25, 2.76, -6.72)
C (2.44, 1.40, -6.48)
C (1.70, 0.75, -5.51)
H (4.95, 3.78, -4.24)
H (4.37, 3.84, -2.57)
H (3.29, 3.33, -3.88)
H (5.82, 1.82, -2.97)
H (4.72, 1.28, -4.23)
H (3.91, 1.67, -1.31)
H (4.39, 0.12, -2.00)
H (2.19, 1.66, -3.21)
H (-0.15, -0.66, -2.35)
H (-0.23, 3.33, -4.47)
H (1.13, 4.52, -6.18)
H (2.83, 3.27, -7.47)
H (3.18, 0.85, -7.05)
H (1.86, -0.30, -5.31)
C (3.60, 0.77, 1.68)
N (3.29, 2.20, 1.77)
C (4.01, 3.09, 2.55)
C (3.43, 4.29, 2.43)
N (2.34, 4.12, 1.58)
C (1.40, 5.17, 1.23)
C (2.26, 2.83, 1.18)
Se (1.01, 2.17, -0.01)
H (4.42, 0.60, 0.99)
H (2.73, 0.23, 1.31)
H (3.86, 0.41, 2.67)
H (4.89, 2.78, 3.10)
H (3.67, 5.24, 2.86)
H (1.93, 6.12, 1.20)
H (0.59, 5.22, 1.96)
H (0.98, 4.95, 0.25)
N (-0.62, -3.79, 8.31)
C (-1.09, -3.33, 7.09)
C (-2.17, -2.45, 7.03)
C (-2.67, -2.03, 5.80)
C (-2.10, -2.50, 4.63)
C (-1.02, -3.38, 4.67)
C (-0.52, -3.79, 5.89)
S (-2.69, -1.96, 3.07)
O (-3.97, -1.31, 3.29)
O (-2.62, -3.07, 2.16)
N (-1.58, -0.90, 2.59)
C (-1.64, 0.39, 2.98)
S (-2.91, 1.28, 3.79)
C (-1.94, 2.70, 3.71)
C (-0.78, 2.44, 3.09)
N (-0.58, 1.14, 2.69)
H (-0.84, -3.23, 9.12)
H (0.29, -4.21, 8.32)
H (-2.62, -2.09, 7.94)
H (-3.51, -1.35, 5.75)
H (-0.57, -3.74, 3.75)
H (0.33, -4.47, 5.93)
H (-2.28, 3.64, 4.12)
H (0.00, 3.16, 2.90)

Calculated values
- Spin multiplicity: 6
- Max |F|: 0.64 eV/Å
- DFT total energy: -7437.13600 Ha
- ⟨S²⟩: 8.757


Computed, not measured: a structure of composition C42H47BiN7O6P2, with wB97M-V/def2-TZVPD.

Cartesian coordinates (Å):
Bi (0.81, -0.42, -0.12)
O (-3.16, -0.59, 3.45)
C (-2.32, -0.70, 2.40)
O (-1.72, 0.25, 1.96)
C (-2.27, -2.08, 1.85)
C (-3.32, -2.96, 2.06)
C (-3.26, -4.21, 1.47)
C (-2.16, -4.52, 0.70)
C (-1.13, -3.59, 0.56)
N (-1.19, -2.39, 1.13)
C (0.15, -3.95, -0.18)
O (0.10, -3.95, -1.44)
O (1.12, -4.17, 0.55)
H (-3.12, 0.34, 3.73)
H (-4.17, -2.65, 2.66)
H (-4.05, -4.93, 1.61)
H (-2.07, -5.48, 0.20)
C (-1.32, 4.07, 0.42)
C (-0.22, 3.65, 1.41)
P (1.01, 2.30, 1.01)
C (1.74, 2.27, 2.71)
C (1.15, 1.45, 3.68)
C (1.62, 1.43, 4.98)
C (2.71, 2.23, 5.34)
C (3.29, 3.05, 4.39)
C (2.81, 3.07, 3.09)
C (2.30, 3.23, 0.09)
C (3.55, 2.63, -0.09)
C (4.53, 3.24, -0.85)
C (4.28, 4.46, -1.47)
C (3.05, 5.07, -1.29)
C (2.07, 4.46, -0.52)
C (-2.61, 3.25, 0.56)
P (-2.55, 1.68, -0.43)
C (-2.99, 2.41, -2.06)
C (-2.03, 2.36, -3.07)
C (-2.29, 2.91, -4.32)
C (-3.52, 3.51, -4.57)
C (-4.48, 3.57, -3.57)
C (-4.22, 3.02, -2.32)
C (-4.14, 0.91, 0.08)
C (-4.57, 0.91, 1.41)
C (-5.65, 0.15, 1.82)
C (-6.33, -0.64, 0.91)
C (-5.94, -0.63, -0.43)
C (-4.86, 0.13, -0.83)
H (-0.98, 4.02, -0.61)
H (-1.56, 5.11, 0.64)
H (-0.71, 3.30, 2.33)
H (0.38, 4.52, 1.68)
H (0.34, 0.79, 3.39)
H (1.16, 0.78, 5.71)
H (3.09, 2.20, 6.35)
H (4.14, 3.66, 4.65)
H (3.28, 3.71, 2.35)
H (3.70, 1.65, 0.36)
H (5.48, 2.74, -0.99)
H (5.04, 4.92, -2.10)
H (2.84, 6.02, -1.77)
H (1.12, 4.97, -0.41)
H (-3.46, 3.83, 0.20)
H (-2.78, 3.02, 1.62)
H (-1.07, 1.89, -2.87)
H (-1.54, 2.86, -5.09)
H (-3.73, 3.93, -5.55)
H (-5.44, 4.04, -3.76)
H (-4.98, 3.06, -1.55)
H (-4.05, 1.53, 2.14)
H (-5.95, 0.16, 2.86)
H (-7.16, -1.26, 1.23)
H (-6.48, -1.23, -1.16)
H (-4.56, 0.13, -1.87)
N (1.89, -1.64, -2.03)
C (2.86, -0.78, -2.69)
C (2.38, 0.68, -2.72)
O (2.82, 1.42, -3.59)
O (1.56, 1.03, -1.79)
H (2.23, -2.56, -1.79)
H (1.04, -1.75, -2.59)
H (3.07, -1.08, -3.72)
H (3.79, -0.79, -2.13)
C (2.60, -2.01, 2.79)
C (3.30, -1.21, 1.69)
C (3.90, -2.21, 0.69)
C (4.47, -0.43, 2.32)
N (2.41, -0.23, 1.09)
H (3.29, -2.69, 3.30)
H (1.80, -2.61, 2.36)
H (2.18, -1.32, 3.53)
H (4.69, -2.81, 1.15)
H (4.34, -1.67, -0.16)
H (3.13, -2.90, 0.33)
H (5.13, -1.11, 2.87)
H (4.08, 0.32, 3.02)
H (5.05, 0.08, 1.55)
N (-3.37, -4.49, -5.05)
C (-2.66, -3.84, -4.06)
N (-2.21, -4.58, -3.04)
N (-2.51, -2.56, -4.22)
C (-1.71, -1.83, -3.45)
N (-1.05, -1.07, -2.88)
H (-3.85, -5.33, -4.80)
H (-3.87, -3.87, -5.66)
H (-2.23, -5.58, -3.14)
H (-1.51, -4.20, -2.37)

Calculated values
- Spin multiplicity: 1
- Max |F|: 0.76 eV/Å
- Charge: -1
- DFT total energy: -3360.85396 Ha


Computed, not measured: a structure of composition C42H47N7OPSeZr, with wB97M-V/def2-TZVPD.

Cartesian coordinates (Å):
Zr (0.61, 0.26, -0.23)
O (1.71, 2.43, 3.14)
C (1.73, 1.62, 2.23)
N (0.72, 0.81, 1.79)
C (-0.51, 0.88, 2.59)
C (-1.71, 0.95, 1.70)
C (-2.99, 1.20, 2.19)
C (-4.06, 1.15, 1.33)
C (-3.85, 0.86, -0.02)
C (-2.56, 0.66, -0.44)
N (-1.51, 0.72, 0.40)
C (2.97, 1.47, 1.39)
C (4.15, 2.08, 1.77)
C (5.27, 1.89, 0.98)
C (5.17, 1.11, -0.16)
C (3.94, 0.56, -0.49)
N (2.85, 0.73, 0.27)
H (-0.46, 1.72, 3.27)
H (-0.59, -0.03, 3.19)
H (-3.12, 1.41, 3.24)
H (-5.06, 1.34, 1.69)
H (-4.67, 0.80, -0.72)
H (-2.35, 0.45, -1.48)
H (4.15, 2.68, 2.67)
H (6.22, 2.35, 1.25)
H (6.02, 0.93, -0.80)
H (3.84, -0.03, -1.38)
N (0.94, 2.41, -2.97)
P (0.22, 2.76, -1.47)
C (0.96, 4.31, -0.94)
C (1.45, 4.48, 0.35)
C (1.98, 5.70, 0.74)
C (2.03, 6.75, -0.17)
C (1.53, 6.59, -1.46)
C (0.98, 5.38, -1.84)
C (-1.48, 3.19, -1.89)
C (-2.09, 2.69, -3.05)
C (-3.42, 2.99, -3.30)
C (-4.14, 3.77, -2.41)
C (-3.54, 4.27, -1.26)
C (-2.21, 3.98, -1.00)
C (1.56, 1.23, -3.29)
C (2.19, 1.10, -4.54)
C (2.76, -0.10, -4.88)
C (2.70, -1.17, -3.98)
C (2.07, -0.98, -2.79)
N (1.51, 0.21, -2.41)
H (1.03, 3.14, -3.66)
H (1.38, 3.68, 1.07)
H (2.34, 5.83, 1.75)
H (2.45, 7.70, 0.13)
H (1.55, 7.42, -2.15)
H (0.55, 5.29, -2.83)
H (-1.53, 2.09, -3.75)
H (-3.89, 2.63, -4.21)
H (-5.18, 4.01, -2.62)
H (-4.10, 4.89, -0.58)
H (-1.73, 4.39, -0.12)
H (2.21, 1.94, -5.21)
H (3.25, -0.21, -5.84)
H (3.12, -2.14, -4.22)
H (1.98, -1.78, -2.07)
N (2.38, -5.75, 4.90)
C (1.10, -5.25, 4.28)
C (1.29, -3.80, 3.83)
N (2.43, -3.61, 2.95)
C (3.65, -4.15, 3.51)
C (3.54, -5.61, 3.95)
H (2.27, -6.72, 5.18)
H (2.57, -5.22, 5.75)
H (0.31, -5.34, 5.03)
H (0.88, -5.91, 3.44)
H (1.42, -3.16, 4.71)
H (0.38, -3.47, 3.33)
H (2.24, -3.99, 2.02)
H (3.93, -3.54, 4.38)
H (4.47, -4.07, 2.79)
H (4.44, -5.96, 4.47)
H (3.34, -6.27, 3.11)
C (-5.88, -3.34, -1.79)
C (-4.48, -3.02, -1.35)
C (-4.07, -3.22, -0.04)
C (-2.76, -2.96, 0.37)
C (-2.38, -3.22, 1.80)
C (-1.86, -2.46, -0.57)
Se (-0.04, -2.19, 0.03)
C (-2.25, -2.22, -1.89)
C (-1.32, -1.70, -2.95)
C (-3.56, -2.51, -2.26)
H (-6.49, -3.69, -0.95)
H (-5.88, -4.11, -2.55)
H (-6.37, -2.46, -2.22)
H (-4.77, -3.61, 0.68)
H (-3.25, -3.52, 2.38)
H (-1.95, -2.33, 2.27)
H (-1.64, -4.02, 1.86)
H (-0.71, -0.86, -2.58)
H (-1.87, -1.34, -3.81)
H (-0.61, -2.46, -3.29)
H (-3.86, -2.34, -3.28)

Calculated values
- Spin multiplicity: 1
- Max |F|: 0.63 eV/Å
- Charge: +3
- DFT total energy: -4876.40769 Ha


Computed, not measured: a structure of composition C42H48AsN4O7P2S4Tl, with wB97M-V/def2-TZVPD.

Cartesian coordinates (Å):
Tl (0.56, -0.21, -0.44)
O (3.55, 0.13, -4.00)
C (2.65, -0.14, -3.19)
O (1.92, 0.67, -2.56)
C (2.35, -1.63, -2.97)
C (3.13, -2.60, -3.57)
C (2.82, -3.94, -3.33)
C (1.75, -4.25, -2.52)
C (1.03, -3.22, -1.94)
N (1.32, -1.94, -2.18)
C (-0.14, -3.50, -0.98)
O (-0.41, -4.69, -0.77)
O (-0.69, -2.49, -0.48)
H (3.95, -2.29, -4.19)
H (3.42, -4.72, -3.78)
H (1.47, -5.27, -2.29)
N (-0.08, 2.92, 1.97)
C (0.25, 3.06, 3.30)
C (-0.20, 4.18, 4.01)
C (0.04, 4.30, 5.37)
C (0.72, 3.31, 6.06)
C (1.17, 2.20, 5.36)
C (0.96, 2.05, 3.99)
P (1.65, 0.68, 2.99)
C (3.01, 0.06, 4.06)
C (2.85, -0.94, 5.02)
C (3.95, -1.38, 5.75)
C (5.20, -0.83, 5.54)
C (5.36, 0.16, 4.59)
C (4.28, 0.59, 3.84)
C (0.38, -0.62, 3.18)
C (-0.89, -0.36, 3.70)
C (-1.87, -1.34, 3.69)
C (-1.61, -2.58, 3.14)
C (-0.36, -2.85, 2.61)
C (0.63, -1.88, 2.63)
H (0.42, 2.23, 1.43)
H (-0.24, 3.76, 1.44)
H (-0.74, 4.95, 3.48)
H (-0.32, 5.18, 5.89)
H (0.91, 3.40, 7.12)
H (1.73, 1.43, 5.88)
H (1.88, -1.38, 5.17)
H (3.82, -2.17, 6.48)
H (6.05, -1.19, 6.10)
H (6.34, 0.58, 4.39)
H (4.41, 1.33, 3.05)
H (-1.10, 0.62, 4.12)
H (-2.85, -1.11, 4.09)
H (-2.39, -3.33, 3.10)
H (-0.17, -3.81, 2.13)
H (1.59, -2.08, 2.17)
C (3.54, 2.38, -0.51)
As (2.91, 3.81, -1.62)
C (4.09, 5.28, -1.15)
C (3.41, 3.42, -3.44)
S (0.92, 4.38, -1.36)
H (4.54, 2.08, -0.82)
H (2.87, 1.54, -0.65)
H (3.54, 2.71, 0.53)
H (5.13, 4.99, -1.27)
H (3.90, 5.55, -0.11)
H (3.85, 6.13, -1.79)
H (4.45, 3.73, -3.60)
H (2.75, 3.99, -4.09)
H (3.31, 2.35, -3.62)
C (-5.65, 2.05, -0.76)
C (-4.73, 2.86, -1.64)
O (-3.87, 2.04, -2.41)
P (-2.40, 1.67, -1.71)
O (-2.78, 0.40, -0.80)
C (-3.29, -0.85, -1.32)
C (-3.78, -1.67, -0.16)
O (-1.77, 0.92, -3.00)
C (-0.82, 1.65, -3.80)
C (-1.51, 2.32, -4.97)
H (-6.33, 2.70, -0.21)
H (-5.08, 1.46, -0.05)
H (-6.25, 1.36, -1.37)
H (-4.14, 3.56, -1.03)
H (-5.31, 3.46, -2.35)
H (-2.47, -1.36, -1.83)
H (-4.08, -0.63, -2.04)
H (-2.96, -1.87, 0.52)
H (-4.16, -2.63, -0.52)
H (-4.59, -1.15, 0.37)
H (-0.08, 0.92, -4.13)
H (-0.30, 2.38, -3.18)
H (-2.04, 1.58, -5.58)
H (-0.77, 2.82, -5.60)
H (-2.23, 3.06, -4.63)
S (5.67, -5.45, 3.49)
C (4.93, -4.40, 2.41)
S (5.15, -2.69, 2.43)
C (4.04, -2.48, 1.08)
N (3.57, -3.61, 0.66)
N (4.09, -4.68, 1.39)
C (3.59, -5.96, 1.03)
C (4.42, -7.07, 1.01)
C (3.89, -8.30, 0.61)
C (2.56, -8.41, 0.24)
C (1.75, -7.28, 0.25)
C (2.26, -6.06, 0.65)
S (3.67, -0.92, 0.51)
H (5.45, -6.98, 1.30)
H (4.54, -9.17, 0.59)
H (2.16, -9.36, -0.08)
H (0.72, -7.33, -0.07)
H (1.63, -5.18, 0.62)

Calculated values
- Spin multiplicity: 1
- Max |F|: 0.21 eV/Å
- Charge: -2
- DFT total energy: -7058.96521 Ha


> Which formula does entry 1 have?

C42H46MnN8O3S4Se


> Number 3 is which compound?

C42H47N7OPSeZr


> DFT total energy of number 4 (C42H48AsN4O7P2S4Tl)?

-7058.96521 Ha


> Look up the max |F| of the fourth one.

0.21 eV/Å